Record 1
DFT (ωB97M-V/def2-TZVPD) results for C43H35NP2PtS as an isolated structure.

Structure (ORCA input):
```
! RIJCOSX wB97M-V def2-TZVPD def2/J DEFGRID3
* xyz 0 1
Pt 0.6641 0.1567 0.0116
S -1.7349 3.6410 -1.6036
C -0.2629 3.6279 -2.4746
C 0.5655 2.6233 -2.0824
C 0.0199 1.8020 -1.0486
C -1.2360 2.2518 -0.7025
C -1.9889 1.6316 0.3584
C -3.1738 2.1403 0.9019
C -3.7800 1.4812 1.9472
C -3.1910 0.3240 2.4510
C -2.0210 -0.1152 1.8711
N -1.4355 0.5021 0.8418
H -0.0826 4.3664 -3.2397
H 1.5362 2.4698 -2.5339
H -3.5901 3.0558 0.5029
H -4.6958 1.8646 2.3777
H -3.6242 -0.2232 3.2759
H -1.5246 -1.0069 2.2350
C 2.4865 -2.3813 -1.1686
C 2.8280 -2.3264 0.3225
P 1.3132 -1.7154 1.1666
C 0.2033 -3.1573 1.0289
C 0.5558 -4.3901 1.5812
C -0.2637 -5.4933 1.4119
C -1.4474 -5.3743 0.6916
C -1.8043 -4.1540 0.1411
C -0.9789 -3.0486 0.3051
C 1.7023 -1.6079 2.9333
C 2.8299 -0.8833 3.3203
C 3.1172 -0.7004 4.6622
C 2.2751 -1.2265 5.6324
C 1.1455 -1.9368 5.2553
C 0.8598 -2.1284 3.9112
P 1.8189 -0.7300 -1.6719
C 1.0690 -1.0861 -3.3042
C -0.1448 -0.4865 -3.6270
C -0.7569 -0.7422 -4.8461
C -0.1767 -1.6200 -5.7478
C 1.0169 -2.2506 -5.4238
C 1.6346 -1.9840 -4.2123
C 3.3617 0.1942 -2.0404
C 4.2908 -0.2534 -2.9818
C 5.4625 0.4487 -3.2082
C 5.7243 1.6132 -2.4960
C 4.8143 2.0598 -1.5524
C 3.6410 1.3518 -1.3205
H 1.6954 -3.1157 -1.3435
H 3.3518 -2.6629 -1.7699
H 3.6251 -1.6005 0.5020
H 3.1420 -3.2960 0.7110
H 1.4698 -4.4844 2.1567
H 0.0174 -6.4459 1.8418
H -2.0875 -6.2370 0.5587
H -2.7227 -4.0587 -0.4237
H -1.2338 -2.0943 -0.1438
H 3.4613 -0.4246 2.5697
H 3.9875 -0.1257 4.9513
H 2.4955 -1.0746 6.6810
H 0.4819 -2.3438 6.0073
H -0.0227 -2.6901 3.6307
H -0.6132 0.1766 -2.9107
H -1.6954 -0.2582 -5.0844
H -0.6584 -1.8248 -6.6952
H 1.4641 -2.9559 -6.1125
H 2.5525 -2.5045 -3.9734
H 4.1098 -1.1525 -3.5554
H 6.1722 0.0871 -3.9412
H 6.6383 2.1646 -2.6758
H 5.0107 2.9594 -0.9832
H 2.9539 1.6861 -0.5508
C 1.5103 1.4524 1.4684
C 2.0147 2.2241 2.2611
C 2.5925 3.1164 3.2205
C 3.8891 2.9080 3.7017
C 4.4426 3.7614 4.6431
C 3.7150 4.8418 5.1223
C 2.4292 5.0634 4.6469
C 1.8722 4.2122 3.7067
H 4.4621 2.0724 3.3186
H 5.4490 3.5836 5.0017
H 4.1473 5.5080 5.8577
H 1.8553 5.9063 5.0112
H 0.8707 4.3830 3.3341
*
```

As for the energy above the lowest of the compared OMol25 structures with the same formula, charge and spin: 24.4 kJ/mol. Its orbital gap is 7.579 eV.

Want to see where the charge sits? The Löwdin charges in e are: atom 1 (Pt): 0.872, atom 2 (S): 1.015, atom 3 (C): -0.417, atom 4 (C): -0.210, atom 5 (C): -0.389, atom 6 (C): -0.537, atom 7 (C): -0.288, atom 8 (C): -0.023, atom 9 (C): -0.063, atom 10 (C): -0.060, atom 11 (C): -0.127, atom 12 (N): -0.015, atom 13 (H): 0.064, atom 14 (H): 0.090, atom 15 (H): 0.099, atom 16 (H): 0.108, atom 17 (H): 0.102, atom 18 (H): 0.092, atom 19 (C): -0.365, atom 20 (C): -0.352, atom 21 (P): 0.851, atom 22 (C): -0.367, atom 23 (C): -0.097, atom 24 (C): -0.076, atom 25 (C): -0.080, atom 26 (C): -0.071, atom 27 (C): -0.105, atom 28 (C): -0.341, atom 29 (C): -0.100, atom 30 (C): -0.071, atom 31 (C): -0.077, atom 32 (C): -0.079, atom 33 (C): -0.095, atom 34 (P): 0.836, atom 35 (C): -0.325, atom 36 (C): -0.086, atom 37 (C): -0.074, atom 38 (C): -0.086, atom 39 (C): -0.083, atom 40 (C): -0.100, atom 41 (C): -0.325, atom 42 (C): -0.088, atom 43 (C): -0.083, atom 44 (C): -0.084, atom 45 (C): -0.068, atom 46 (C): -0.108, atom 47 (H): 0.085, atom 48 (H): 0.081, atom 49 (H): 0.083, atom 50 (H): 0.089, atom 51 (H): 0.112, atom 52 (H): 0.104, atom 53 (H): 0.104, atom 54 (H): 0.106, atom 55 (H): 0.076, atom 56 (H): 0.096, atom 57 (H): 0.103, atom 58 (H): 0.104, atom 59 (H): 0.103, atom 60 (H): 0.098, atom 61 (H): 0.080, atom 62 (H): 0.106, atom 63 (H): 0.102, atom 64 (H): 0.103, atom 65 (H): 0.088, atom 66 (H): 0.085, atom 67 (H): 0.102, atom 68 (H): 0.102, atom 69 (H): 0.108, atom 70 (H): 0.055, atom 71 (C): -0.184, atom 72 (C): -0.145, atom 73 (C): -0.263, atom 74 (C): -0.057, atom 75 (C): -0.098, atom 76 (C): -0.107, atom 77 (C): -0.094, atom 78 (C): -0.042, atom 79 (H): 0.103, atom 80 (H): 0.097, atom 81 (H): 0.095, atom 82 (H): 0.098, atom 83 (H): 0.112

***

Record 2
DFT (ωB97M-V/def2-TZVPD) results for C43H35OP3S2Tc as an isolated structure.

Structure (ORCA input):
```
! RIJCOSX wB97M-V def2-TZVPD def2/J DEFGRID3
* xyz 2 2
Tc -1.6587 -0.3402 -0.4563
S -2.3403 1.5423 -1.6446
P -0.3342 1.4921 -2.0868
C -0.0706 -0.1109 -1.4607
P 0.1964 -1.7169 -2.0861
S -1.6404 -2.4293 -1.4424
C 1.5651 -2.5020 -1.2630
C 1.6993 -3.8894 -1.3544
C 2.7747 -4.5106 -0.7444
C 3.7168 -3.7511 -0.0581
C 3.5858 -2.3730 0.0267
C 2.5037 -1.7417 -0.5720
C 0.4080 -1.8715 -3.8454
C 1.6340 -1.4868 -4.3987
C 1.8176 -1.5805 -5.7658
C 0.7955 -2.0720 -6.5717
C -0.4162 -2.4591 -6.0219
C -0.6206 -2.3519 -4.6534
C 0.5540 2.7238 -1.1558
C 0.4710 4.0619 -1.5469
C 1.1101 5.0342 -0.7973
C 1.8309 4.6749 0.3354
C 1.9114 3.3459 0.7265
C 1.2700 2.3638 -0.0148
C 0.0196 1.6909 -3.8149
C -0.9034 1.2622 -4.7699
C -0.5753 1.3429 -6.1130
C 0.6602 1.8479 -6.4976
C 1.5799 2.2706 -5.5478
C 1.2658 2.1934 -4.2005
H 0.9698 -4.4797 -1.8976
H 2.8846 -5.5846 -0.8070
H 4.5614 -4.2399 0.4093
H 4.3302 -1.7885 0.5512
H 2.3940 -0.6658 -0.5081
H 2.4389 -1.1321 -3.7648
H 2.7614 -1.2878 -6.2056
H 0.9514 -2.1614 -7.6390
H -1.2006 -2.8487 -6.6565
H -1.5651 -2.6475 -4.2159
H -0.0860 4.3414 -2.4338
H 1.0514 6.0716 -1.0970
H 2.3348 5.4384 0.9134
H 2.4739 3.0702 1.6080
H 1.3233 1.3264 0.2939
H -1.8708 0.8821 -4.4653
H -1.2867 1.0225 -6.8621
H 0.9049 1.9200 -7.5494
H 2.5360 2.6705 -5.8573
H 1.9768 2.5319 -3.4576
O -1.4707 -0.5835 1.4331
P -1.4742 -0.2704 2.9652
C -2.7021 0.9586 3.2957
C -3.5190 0.8664 4.4213
C -4.4410 1.8714 4.6775
C -4.5463 2.9524 3.8155
C -3.7317 3.0468 2.6917
C -2.8050 2.0540 2.4303
C -1.8106 -1.7717 3.8324
C -1.2184 -2.0130 5.0723
C -1.5454 -3.1629 5.7737
C -2.4523 -4.0649 5.2366
C -3.0418 -3.8282 3.9999
C -2.7272 -2.6806 3.2933
C 0.1354 0.3145 3.4222
C 0.3155 1.5371 4.0664
C 1.5941 1.9349 4.4355
C 2.6817 1.1235 4.1522
C 2.5065 -0.0918 3.4949
C 1.2365 -0.5029 3.1344
H -3.4444 0.0135 5.0839
H -5.0819 1.8057 5.5459
H -5.2704 3.7307 4.0166
H -3.8217 3.8951 2.0268
H -2.1593 2.1364 1.5627
H -0.5061 -1.3090 5.4851
H -1.0911 -3.3565 6.7357
H -2.7027 -4.9627 5.7861
H -3.7474 -4.5383 3.5909
H -3.1859 -2.4939 2.3304
H -0.5354 2.1660 4.2949
H 1.7381 2.8747 4.9514
H 3.6747 1.4322 4.4528
H 3.3599 -0.7237 3.2876
H 1.0956 -1.4590 2.6419
*
```

As for the energy above the lowest of the compared OMol25 structures with the same formula, charge and spin: 38.0 kJ/mol. Its orbital gap (spin up / spin down) is 6.902 / 7.684 eV.

Want to see where the charge sits? The Löwdin charges in e are: atom 1 (Tc): 0.861, atom 2 (S): 0.396, atom 3 (P): 0.545, atom 4 (C): -0.702, atom 5 (P): 0.580, atom 6 (S): 0.408, atom 7 (C): -0.361, atom 8 (C): -0.069, atom 9 (C): -0.048, atom 10 (C): -0.047, atom 11 (C): -0.063, atom 12 (C): -0.083, atom 13 (C): -0.355, atom 14 (C): -0.071, atom 15 (C): -0.055, atom 16 (C): -0.048, atom 17 (C): -0.053, atom 18 (C): -0.088, atom 19 (C): -0.369, atom 20 (C): -0.076, atom 21 (C): -0.046, atom 22 (C): -0.044, atom 23 (C): -0.055, atom 24 (C): -0.079, atom 25 (C): -0.357, atom 26 (C): -0.085, atom 27 (C): -0.054, atom 28 (C): -0.047, atom 29 (C): -0.052, atom 30 (C): -0.073, atom 31 (H): 0.117, atom 32 (H): 0.119, atom 33 (H): 0.118, atom 34 (H): 0.111, atom 35 (H): 0.089, atom 36 (H): 0.118, atom 37 (H): 0.119, atom 38 (H): 0.120, atom 39 (H): 0.118, atom 40 (H): 0.079, atom 41 (H): 0.122, atom 42 (H): 0.120, atom 43 (H): 0.118, atom 44 (H): 0.103, atom 45 (H): 0.079, atom 46 (H): 0.096, atom 47 (H): 0.120, atom 48 (H): 0.120, atom 49 (H): 0.118, atom 50 (H): 0.113, atom 51 (O): -0.509, atom 52 (P): 0.894, atom 53 (C): -0.299, atom 54 (C): -0.047, atom 55 (C): -0.044, atom 56 (C): -0.041, atom 57 (C): -0.051, atom 58 (C): -0.086, atom 59 (C): -0.303, atom 60 (C): -0.062, atom 61 (C): -0.047, atom 62 (C): -0.041, atom 63 (C): -0.049, atom 64 (C): -0.058, atom 65 (C): -0.297, atom 66 (C): -0.051, atom 67 (C): -0.058, atom 68 (C): -0.054, atom 69 (C): -0.057, atom 70 (C): -0.074, atom 71 (H): 0.114, atom 72 (H): 0.119, atom 73 (H): 0.120, atom 74 (H): 0.117, atom 75 (H): 0.082, atom 76 (H): 0.116, atom 77 (H): 0.118, atom 78 (H): 0.119, atom 79 (H): 0.117, atom 80 (H): 0.109, atom 81 (H): 0.113, atom 82 (H): 0.118, atom 83 (H): 0.118, atom 84 (H): 0.111, atom 85 (H): 0.117

***

Record 3
DFT (ωB97M-V/def2-TZVPD) results for C43H36BrCdClN7OSSe as an isolated structure in a non-equilibrium geometry.

Structure (ORCA input):
```
! RIJCOSX wB97M-V def2-TZVPD def2/J DEFGRID3
* xyz -1 1
Cd -13.3409 -18.4604 -5.9901
Cl -20.8158 -19.6421 -5.7254
C -19.1011 -19.4688 -5.5169
C -18.5994 -19.2502 -4.2266
C -17.2384 -19.0551 -3.9760
C -16.3384 -19.1167 -5.0945
O -15.0877 -19.0450 -4.7902
C -16.8511 -19.3237 -6.4447
C -15.9999 -19.5315 -7.5721
N -14.7068 -19.2122 -7.7004
C -14.1547 -19.3181 -8.9916
C -14.9047 -19.4493 -10.1531
C -14.3214 -19.7403 -11.3950
C -12.9699 -19.9133 -11.4878
C -12.1555 -19.8040 -10.3298
C -10.8062 -20.2155 -10.3380
C -10.0560 -20.1420 -9.2137
C -10.6725 -19.6669 -8.0478
N -11.9745 -19.3594 -8.0027
C -12.7550 -19.5069 -9.0964
C -18.2442 -19.4856 -6.5622
H -19.3958 -19.2373 -3.4956
H -16.7760 -18.9749 -3.0117
H -16.4772 -20.0277 -8.3924
H -15.9736 -19.2261 -10.0561
H -14.9083 -19.8070 -12.3163
H -12.4914 -20.1480 -12.4044
H -10.3856 -20.5482 -11.2904
H -9.0260 -20.5754 -9.1348
H -10.1486 -19.5301 -7.1103
H -18.6696 -19.6246 -7.5554
S -11.5965 -16.8165 -5.3770
C -11.0899 -17.4591 -3.8677
N -10.2526 -16.8005 -3.0041
N -9.9263 -15.5619 -3.3267
C -9.1070 -14.8504 -2.4441
C -8.9578 -13.4731 -2.5419
C -8.2112 -12.7604 -1.5903
C -7.5097 -13.4239 -0.6008
C -7.7198 -14.8010 -0.4700
C -8.5095 -15.5303 -1.3388
N -11.2187 -18.7544 -3.5605
N -12.1336 -19.4803 -4.1407
C -11.8766 -20.8211 -4.0969
C -12.8332 -21.7047 -4.5973
C -12.5119 -23.0402 -4.6962
C -11.2513 -23.5063 -4.2920
C -10.2899 -22.6246 -3.8139
C -10.5960 -21.3038 -3.6774
H -9.9735 -15.2573 -4.3095
H -9.3977 -12.9719 -3.4316
H -8.1662 -11.6775 -1.6153
H -6.7805 -12.9493 0.0372
H -7.2862 -15.3299 0.3890
H -8.7505 -16.5796 -1.1645
H -13.8437 -21.3668 -4.7895
H -13.2768 -23.7453 -5.0525
H -11.0529 -24.5743 -4.3898
H -9.3554 -23.0379 -3.4094
H -9.9202 -20.5690 -3.2580
Br -11.9366 -13.1272 -6.8702
C -12.2068 -13.6029 -8.6473
C -12.5484 -12.6310 -9.6118
C -12.4719 -13.0391 -10.9527
C -12.1445 -14.4182 -11.2379
C -11.9696 -15.2619 -10.1727
N -11.9414 -14.8771 -8.8802
H -12.6899 -11.6124 -9.3256
H -12.6686 -12.3459 -11.7555
H -11.8951 -14.7284 -12.2428
H -11.7812 -16.3419 -10.3098
C -19.8660 -14.4932 -2.9791
C -18.6530 -14.7797 -3.8599
C -17.3695 -14.9800 -3.2817
C -16.2532 -15.2689 -4.0691
C -14.8935 -15.5025 -3.4458
C -16.3290 -15.3055 -5.5087
Se -14.7964 -15.4328 -6.6051
C -17.6343 -15.0115 -6.0668
C -17.8028 -14.8877 -7.5612
C -18.7685 -14.8634 -5.2752
H -19.7717 -14.6693 -1.8855
H -20.6645 -15.2126 -3.2660
H -20.2571 -13.4996 -3.1907
H -17.2291 -14.9234 -2.2036
H -15.0027 -15.4783 -2.3665
H -14.1482 -14.7045 -3.7411
H -14.4118 -16.4965 -3.6939
H -17.7189 -15.8329 -8.0911
H -17.0798 -14.1537 -7.9583
H -18.7739 -14.5091 -7.8254
H -19.7218 -14.6922 -5.7895
*
```

As for the energy above the lowest of the compared OMol25 structures with the same formula, charge and spin: 0.0 kJ/mol. Its orbital gap (spin up / spin down) is 4.327 / 4.327 eV.

Want to see where the charge sits? The Löwdin charges in e are: atom 1 (Cd): 1.210, atom 2 (Cl): 0.628, atom 3 (C): -0.702, atom 4 (C): -0.091, atom 5 (C): 0.018, atom 6 (C): -0.356, atom 7 (O): -0.223, atom 8 (C): -0.132, atom 9 (C): -0.064, atom 10 (N): 0.011, atom 11 (C): -0.213, atom 12 (C): -0.021, atom 13 (C): -0.076, atom 14 (C): -0.051, atom 15 (C): -0.164, atom 16 (C): -0.029, atom 17 (C): -0.065, atom 18 (C): -0.114, atom 19 (N): 0.061, atom 20 (C): -0.191, atom 21 (C): -0.092, atom 22 (H): 0.090, atom 23 (H): 0.110, atom 24 (H): 0.103, atom 25 (H): 0.110, atom 26 (H): 0.109, atom 27 (H): 0.094, atom 28 (H): 0.119, atom 29 (H): 0.121, atom 30 (H): 0.101, atom 31 (H): 0.111, atom 32 (S): 0.453, atom 33 (C): -0.841, atom 34 (N): 0.044, atom 35 (N): -0.027, atom 36 (C): -0.233, atom 37 (C): -0.035, atom 38 (C): -0.104, atom 39 (C): -0.120, atom 40 (C): -0.112, atom 41 (C): -0.029, atom 42 (N): 0.005, atom 43 (N): -0.028, atom 44 (C): -0.286, atom 45 (C): -0.040, atom 46 (C): -0.095, atom 47 (C): -0.107, atom 48 (C): -0.113, atom 49 (C): -0.028, atom 50 (H): 0.093, atom 51 (H): 0.120, atom 52 (H): 0.096, atom 53 (H): 0.090, atom 54 (H): 0.101, atom 55 (H): 0.098, atom 56 (H): 0.097, atom 57 (H): 0.106, atom 58 (H): 0.094, atom 59 (H): 0.106, atom 60 (H): 0.099, atom 61 (Br): 0.713, atom 62 (C): -0.798, atom 63 (C): -0.100, atom 64 (C): -0.053, atom 65 (C): -0.075, atom 66 (C): -0.155, atom 67 (N): 0.037, atom 68 (H): 0.086, atom 69 (H): 0.091, atom 70 (H): 0.089, atom 71 (H): 0.108, atom 72 (C): -0.087, atom 73 (C): -0.275, atom 74 (C): -0.041, atom 75 (C): -0.316, atom 76 (C): -0.125, atom 77 (C): -0.610, atom 78 (Se): 0.436, atom 79 (C): -0.315, atom 80 (C): -0.128, atom 81 (C): -0.044, atom 82 (H): 0.071, atom 83 (H): 0.069, atom 84 (H): 0.060, atom 85 (H): 0.099, atom 86 (H): 0.052, atom 87 (H): 0.075, atom 88 (H): 0.051, atom 89 (H): 0.060, atom 90 (H): 0.053, atom 91 (H): 0.048, atom 92 (H): 0.106

***

Total energy for every record listed, in sequence, given in eV: -79309.0663; -98931.4426; -220964.6422.